No. 1
5
Properties=species:S:1:pos:R:3 method="wB97M-V/def2-TZVPD" total_charge=0 multiplicity=1 de_lowest_kcal_mol=59.1 homo_ev=-9.89
C 0.42 0.24 0.04
Br 2.35 0.00 -0.01
H -0.44 -1.24 -0.21
H 0.29 0.51 1.08
H 0.31 0.87 -0.86



No. 2
12
Properties=species:S:1:pos:R:3 method="wB97M-V/def2-TZVPD" total_charge=0 smiles=Cc1ccoc1 multiplicity=1 de_lowest_kcal_mol=39.8 homo_ev=-8.62
C 0.08 -1.33 -1.13
C 0.10 -0.22 -0.10
C -0.31 1.10 -0.41
C -0.10 1.82 0.79
O 0.32 1.00 1.75
C 0.37 -0.26 1.20
H -0.68 -1.23 -1.91
H 1.05 -1.33 -1.63
H -0.05 -2.31 -0.67
H -1.23 0.94 -0.84
H -0.22 2.87 1.10
H 0.66 -1.06 1.86



No. 3
72
Properties=species:S:1:pos:R:3 method="wB97M-V/def2-TZVPD" total_charge=0 multiplicity=1 de_lowest_kcal_mol=47.8 homo_ev=-6.91
C 1.03 -1.13 -5.66
C 1.09 -1.00 -4.27
N -0.04 -0.96 -3.54
C -1.25 -1.12 -4.12
C -1.36 -1.43 -5.48
C -0.20 -1.39 -6.25
C 2.49 -1.15 -3.62
P 2.46 -0.83 -1.81
Tl -0.07 -1.68 -0.97
P -2.41 -0.51 -1.53
C -2.53 -1.11 -3.28
O 2.58 3.94 -5.04
O -1.31 2.13 -3.78
H 1.96 -1.03 -6.22
H -2.33 -1.69 -5.92
H -0.23 -1.57 -7.32
C 3.87 -1.89 -1.37
C 2.94 0.88 -1.34
H -3.27 -0.48 -3.80
H -3.00 -2.12 -3.26
H 3.27 -0.49 -4.03
H 2.84 -2.20 -3.79
C -3.73 -1.17 -0.49
C -2.43 1.23 -1.67
H 0.10 3.11 -2.72
H -1.87 2.88 -3.97
H 2.47 3.95 -4.02
H 2.18 3.03 -5.24
H 0.71 -3.19 -0.50
H 0.28 2.79 -2.01
H 4.71 -1.75 -2.09
H 4.18 -1.64 -0.34
H 3.53 -2.93 -1.43
H 4.02 0.89 -1.12
H 2.70 1.59 -2.14
H 2.35 1.16 -0.44
H -3.40 1.60 -2.02
H -1.85 1.74 -0.88
H -1.66 1.73 -2.86
H -4.69 -1.05 -1.02
H -3.48 -2.22 -0.26
H -3.74 -0.55 0.42
O 0.41 2.35 0.45
C 0.04 1.45 1.19
N -0.34 1.59 2.55
C -0.32 0.32 3.22
C -0.44 -0.60 2.00
O -0.85 -1.76 2.06
N -0.08 0.09 0.88
C 1.01 0.17 3.96
C 2.01 -0.69 3.51
C 3.24 -0.72 4.18
C 3.47 0.12 5.28
C 2.46 0.98 5.73
C 1.23 1.00 5.07
C -1.55 0.13 4.09
C -1.51 -0.68 5.23
C -2.70 -0.93 5.94
C -3.90 -0.37 5.50
C -3.93 0.43 4.35
C -2.74 0.70 3.65
H -0.08 2.46 3.01
H 1.83 -1.37 2.67
H 4.02 -1.39 3.81
H 4.44 0.10 5.78
H 2.63 1.64 6.57
H 0.43 1.67 5.43
H -0.57 -1.12 5.55
H -2.67 -1.57 6.82
H -4.83 -0.59 6.03
H -4.87 0.84 3.97
H -2.74 1.33 2.76



No. 4
14
Properties=species:S:1:pos:R:3 method="wB97M-V/def2-TZVPD" total_charge=+1 multiplicity=1 de_lowest_kcal_mol=68.9 homo_ev="-12.82 / -13.17"
C -0.43 -2.07 -0.45
C 0.17 1.10 0.35
C -0.94 -0.74 -0.94
N 1.25 1.48 -0.57
Cl -2.52 -0.35 -0.75
Cl -0.29 -0.27 -2.52
H -0.81 -2.71 -1.23
H 0.62 -2.05 -0.38
H -0.90 -2.24 0.46
H -0.67 1.69 0.58
H 0.40 0.64 1.28
H 2.16 1.05 -0.32
H 1.27 2.56 -0.70
H 0.77 1.27 -1.53



No. 5
12
Properties=species:S:1:pos:R:3 method="wB97M-V/def2-TZVPD" total_charge=0 multiplicity=1 de_lowest_kcal_mol=85.7 homo_ev=-9.07
C 2.56 0.73 0.07
O 3.27 0.09 0.80
C -0.30 -0.85 -0.11
C -1.34 -0.72 0.71
C -1.93 0.23 -0.29
O -0.81 -0.13 -1.18
H 2.03 1.64 0.41
H 2.40 0.46 -0.99
H 0.61 -1.43 -0.13
H -1.75 -1.36 1.47
H -1.80 1.30 -0.09
H -2.94 0.03 -0.66



No. 6
15
Properties=species:S:1:pos:R:3 method="wB97M-V/def2-TZVPD" total_charge=+1 multiplicity=1 de_lowest_kcal_mol=6.7 homo_ev=-12.12
N -0.57 0.38 -2.17
H 0.45 0.45 -2.26
H -0.78 0.39 -1.12
H -1.07 1.16 -2.63
H -0.93 -0.52 -2.52
C 0.30 2.00 1.45
S -0.55 0.45 1.02
S 1.16 -0.78 0.90
C 0.30 -2.41 0.70
H 0.92 1.81 2.33
H 0.88 2.45 0.63
H -0.51 2.70 1.73
H -0.58 -2.32 0.08
H 0.99 -3.03 0.20
H -0.02 -2.74 1.67



Repeat the first record exactly.
5
Properties=species:S:1:pos:R:3 method="wB97M-V/def2-TZVPD" total_charge=0 multiplicity=1 de_lowest_kcal_mol=59.1 homo_ev=-9.89
C 0.42 0.24 0.04
Br 2.35 0.00 -0.01
H -0.44 -1.24 -0.21
H 0.29 0.51 1.08
H 0.31 0.87 -0.86